Entry 1:
Molecular formula: C24H28N4O3Zr
Method: DFT, ωB97M-V/def2-TZVPD

frontier orbital gap (spin up / spin down): 7.1 / 7.1 eV
total charge: +2
HOMO energy (spin up / spin down): -13.7954 / -13.7955 eV

```
60
Properties=species:S:1:pos:R:3:lowdin_charge:R:1
Zr -3.042 -15.779 3.427 1.6608
O -3.970 -14.534 4.184 -0.5591
O -2.653 -15.440 1.355 -0.1593
O -0.855 -15.733 3.339 -0.1802
N 1.763 -14.886 0.669 0.0622
N -0.592 -14.456 -1.987 0.0764
N -4.762 -16.623 2.364 -0.1144
N -2.786 -18.022 4.227 -0.0608
C -1.378 -14.800 -0.974 0.0256
C -4.990 -18.782 3.636 -0.1626
C 1.090 -15.318 1.665 -0.0040
C 1.763 -13.502 0.188 -0.1461
C 2.877 -19.952 2.823 -0.0216
C -5.831 -14.726 -3.229 -0.0135
C 1.105 -16.610 2.306 -0.0786
C -0.412 -18.108 3.598 -0.0711
C -5.525 -15.267 -0.835 0.0605
C -3.931 -18.800 4.697 -0.2019
C -4.774 -15.528 0.251 -0.1058
C 0.605 -19.059 3.451 0.0642
C -0.165 -16.762 3.105 -0.2830
C 0.910 -14.552 -2.001 -0.0852
C 1.874 -18.823 2.830 -0.2267
C -5.351 -16.271 1.295 -0.0553
C -3.594 -14.698 -2.068 0.0489
C -1.691 -18.633 4.186 -0.0615
C 2.056 -17.618 2.228 0.0094
C -2.767 -14.891 -0.943 -0.1148
C -4.955 -14.828 -2.027 -0.2327
C -5.572 -17.413 3.257 -0.1982
C 1.611 -13.363 -1.259 -0.1428
C -3.337 -15.294 0.298 -0.2492
H -5.223 -14.860 -4.102 0.0850
H -4.656 -19.298 2.748 0.1232
H -6.392 -16.657 1.135 0.1637
H 0.886 -13.067 0.746 0.1490
H -1.759 -19.642 4.664 0.1527
H 2.559 -20.608 2.086 0.0660
H -3.653 -19.833 4.911 0.1266
H -6.534 -17.565 2.777 0.1146
H -6.567 -15.480 -0.780 0.1382
H 0.328 -14.656 1.974 0.1270
H 2.447 -15.466 0.282 0.1442
H -6.189 -13.725 -3.306 0.0906
H -3.194 -14.457 -3.077 0.1428
H 2.569 -12.889 0.631 0.1548
H -6.692 -15.341 -3.191 0.0831
H -0.839 -15.016 -0.032 0.1388
H -4.416 -18.331 5.543 0.1331
H 2.520 -13.207 -1.767 0.1087
H 2.988 -17.410 1.659 0.1449
H -5.748 -16.708 4.160 0.1610
H -1.062 -13.931 -2.719 0.1562
H 1.152 -15.489 -1.499 0.1151
H 1.062 -14.616 -3.077 0.1357
H 1.023 -12.470 -1.501 0.1362
H 0.461 -20.024 3.871 0.1227
H 2.954 -20.542 3.706 0.0823
H -5.735 -19.403 4.106 0.1256
H 3.896 -19.624 2.576 0.0984
```

Entry 2:
Molecular formula: C18H40BF4N2O12P2
Method: DFT, ωB97M-V/def2-TZVPD

frontier orbital gap: 5.3 eV
total charge: -1
HOMO energy: -3.4319 eV

```
79
Properties=species:S:1:pos:R:3:lowdin_charge:R:1
P -2.306 -0.360 -3.146 0.4241
P 3.363 -0.044 1.036 0.4490
F -0.928 2.756 1.519 0.0918
F -1.503 4.569 0.214 0.1208
F -2.141 2.480 -0.375 0.0689
F 0.061 2.980 -0.551 0.1366
O -0.628 -2.360 1.734 -0.0846
O -3.733 0.122 -3.625 -0.1748
O -2.224 -1.805 -3.786 -0.1624
O 2.114 -0.323 0.289 -0.2275
O 3.704 -1.022 2.266 -0.1853
O 3.437 1.378 1.745 -0.1593
O -1.254 0.531 -3.983 -0.2009
O 0.215 -4.151 5.918 -0.0133
O -2.025 -0.271 2.903 -0.1507
O 4.667 -0.104 0.124 -0.1728
O -1.481 -2.269 7.038 0.0084
O -2.091 -0.359 -1.696 -0.2037
N -0.507 0.060 0.431 0.2449
N -3.688 1.682 1.944 0.3021
C 0.778 0.821 -2.771 -0.0623
C 5.029 -1.333 -0.527 -0.2703
C -2.361 -2.018 -5.195 -0.2550
C -0.657 -2.288 3.009 -0.4077
C 0.001 -3.233 3.788 -0.0395
C -4.157 1.440 -3.264 -0.2586
C 3.501 3.751 1.447 -0.0688
C -0.405 1.562 -3.411 -0.2079
C -1.246 -2.226 5.833 -0.3734
C -0.215 -3.241 5.206 -0.3843
C 2.746 2.479 1.121 -0.2571
C -2.509 -3.530 -5.380 -0.0714
C -1.857 -1.281 4.958 -0.0119
C 2.855 -1.038 4.529 -0.0556
C 2.631 -1.528 3.098 -0.2340
C -1.597 -1.270 3.599 -0.3472
C -5.300 1.916 -4.181 -0.0598
C 6.458 -1.303 -1.030 -0.0700
B -1.083 3.238 0.196 -1.2728
H -4.329 1.085 1.420 0.1439
H -1.082 -0.410 1.168 0.0780
H 1.511 1.497 -2.335 0.0738
H -3.258 -1.505 -5.543 0.1128
H 4.332 -1.483 -1.356 0.1154
H 2.018 -1.497 5.063 0.0740
H 4.513 3.817 1.049 0.0743
H 0.673 -3.943 3.333 0.0999
H -4.571 1.395 -2.256 0.1159
H -2.989 0.982 2.258 0.0649
H -2.561 -0.580 5.386 0.0945
H 1.277 0.250 -3.558 0.0786
H -6.115 1.205 -4.052 0.0747
H 7.135 -1.535 -0.208 0.0756
H 1.676 -1.062 2.857 0.1020
H -1.649 -4.036 -4.935 0.0785
H -3.248 2.309 1.262 0.1019
H 2.679 -2.609 3.026 0.1199
H 3.744 -1.462 5.006 0.0720
H 1.724 2.555 1.488 0.1107
H 2.982 0.040 4.594 0.0751
H -4.928 1.806 -5.201 0.0754
H 3.491 4.003 2.506 0.0772
H 0.447 0.058 -2.072 0.0557
H 6.755 -0.412 -1.576 0.0765
H 4.801 -2.163 0.146 0.1183
H 2.953 4.558 0.948 0.0784
H -1.450 -1.661 -5.675 0.1173
H -0.029 2.057 -4.305 0.1159
H -0.665 1.059 0.621 0.0715
H -1.154 -0.191 -0.351 0.0577
H 0.474 -0.281 0.379 0.0559
H -5.608 2.936 -3.973 0.0761
H 2.649 2.335 0.044 0.1058
H -4.148 2.070 2.757 0.1430
H -3.311 2.126 -3.302 0.1114
H -3.302 -3.934 -4.747 0.0785
H -0.984 2.208 -2.756 0.0977
H -2.657 -3.857 -6.406 0.0727
H 6.538 -2.140 -1.729 0.0748
```

Entry 3:
Molecular formula: C22H31ClN5O2
Method: DFT, ωB97M-V/def2-TZVPD

frontier orbital gap: 9.9 eV
total charge: +1
HOMO energy: -12.1976 eV

```
61
Properties=species:S:1:pos:R:3:lowdin_charge:R:1
Cl -0.116 4.547 -3.569 0.8229
O 4.302 -0.005 -2.254 0.0210
O 3.787 1.037 -1.439 -0.1147
N 3.931 5.110 -2.434 0.1156
N -0.454 2.560 -1.663 0.0519
N 0.718 -0.995 3.470 0.1561
N -1.774 -3.662 0.044 0.1568
N 1.477 1.668 -1.514 0.1044
C 2.627 -2.787 3.264 -0.1727
C 2.486 0.700 -1.049 -0.1043
C -2.339 3.469 -0.346 -0.0088
C 0.336 3.269 -2.548 -0.5694
C -4.092 2.303 -2.191 -0.0470
C -1.868 2.768 -1.430 -0.2372
C 0.217 1.603 -1.031 -0.1589
C -3.703 3.579 -0.197 -0.0585
C 3.192 -2.811 1.840 -0.2570
C -3.446 -3.086 2.989 -0.2581
C -2.566 -3.889 0.854 -0.2116
C -0.540 -0.785 -0.536 -0.0617
C 2.142 -3.167 0.791 -0.1035
C 1.558 -1.783 3.380 -0.2181
C -3.538 -4.177 1.916 -0.1778
C -0.349 0.677 -0.015 -0.1121
C 3.827 3.852 -2.420 -0.2136
C 2.769 3.078 -3.239 -0.0969
C -4.565 3.006 -1.099 -0.0630
C -2.727 2.196 -2.337 -0.0204
C 1.558 2.683 -2.437 -0.1743
C -2.064 -3.003 3.627 -0.1194
H 2.593 -3.203 -0.203 0.0725
H -4.191 -3.282 3.761 0.1111
H -5.643 3.067 -0.980 0.1195
H -1.786 -3.953 4.090 0.0812
H -1.648 3.894 0.377 0.1348
H 0.284 0.662 0.884 0.1162
H -4.724 1.829 -2.934 0.1199
H -0.737 -1.402 0.342 0.0413
H 3.622 -1.835 1.601 0.1016
H 3.413 -2.543 3.978 0.1225
H 4.524 3.251 -1.830 0.1024
H 1.340 -2.428 0.760 0.0378
H 0.387 -1.129 -0.999 0.0553
H -1.329 1.001 0.342 0.1210
H 2.440 0.653 0.048 0.1530
H 2.193 -0.282 -1.432 0.1358
H -2.048 -2.233 4.397 0.0739
H 2.415 3.733 -4.042 0.0957
H -1.301 -2.743 2.893 0.0352
H -2.307 1.640 -3.175 0.1332
H 4.398 -0.772 -1.665 0.1115
H -4.126 4.115 0.648 0.1210
H 1.698 -4.143 0.993 0.0849
H -1.396 -0.814 -1.211 0.0837
H -3.691 -2.117 2.547 0.1102
H 4.004 -3.538 1.795 0.1129
H 3.268 2.234 -3.731 0.1234
H 3.210 5.511 -3.041 0.0500
H -4.540 -4.206 1.489 0.1195
H -3.324 -5.160 2.338 0.1241
H 2.220 -3.764 3.531 0.1254
```

Entry 4:
Molecular formula: C19H17BrF3N3O3
Method: DFT, ωB97M-V/def2-TZVPD

frontier orbital gap: 9.7 eV
SMILES string: O=C(c1ccc(Br)c(C(F)(F)F)c1)N1CCC2(CC1)CCN2C(=O)c1cnoc1
HOMO energy: -9.4364 eV

```
46
Properties=species:S:1:pos:R:3:lowdin_charge:R:1
Br 6.011 -4.078 1.019 0.8298
F 4.597 -3.520 3.801 0.1269
F 3.324 -1.781 3.899 0.1353
F 5.238 -1.651 2.913 0.1238
O -0.620 -3.396 -0.290 0.0783
O -1.800 1.982 1.283 0.0544
O -3.598 5.683 1.218 -0.0107
N -0.355 -1.297 0.543 -0.0320
N -1.728 2.064 -0.972 0.0386
N -3.448 6.001 -0.123 0.0820
C 2.242 -3.562 -0.560 0.0039
C 3.565 -3.914 -0.358 -0.1028
C -2.035 -0.465 -1.034 -0.0756
C 0.453 -0.083 0.431 -0.1253
C -2.637 3.929 0.280 -0.0907
C -1.167 0.746 -1.376 -0.3769
C -2.016 2.582 0.236 -0.3950
C -1.781 -1.034 0.359 -0.1212
C 4.206 -3.555 0.818 -0.5955
C 0.287 0.522 -0.964 -0.0729
C -2.883 4.966 -0.668 -0.0947
C 4.176 -2.452 3.106 -0.6129
C -1.898 2.551 -2.340 -0.1128
C 2.202 -2.483 1.579 0.0371
C -1.327 1.214 -2.847 -0.0596
C -3.112 4.467 1.431 -0.0413
C 1.559 -2.827 0.398 -0.1222
C 0.104 -2.527 0.167 -0.4133
C 3.523 -2.844 1.802 -0.1333
H 0.725 -0.170 -1.692 0.1304
H -2.936 2.750 -2.613 0.1221
H 4.106 -4.476 -1.106 0.1026
H -2.086 -0.325 1.126 0.1129
H -2.669 5.008 -1.723 0.1074
H -3.153 4.085 2.437 0.1484
H -1.288 3.425 -2.576 0.1157
H 1.665 -1.937 2.343 0.1355
H -2.027 0.613 -3.423 0.1149
H -3.088 -0.202 -1.156 0.1329
H -0.389 1.301 -3.390 0.1143
H -1.805 -1.245 -1.766 0.1286
H 0.117 0.617 1.194 0.1166
H 0.837 1.463 -1.039 0.1328
H 1.501 -0.310 0.605 0.1130
H -2.320 -1.969 0.485 0.1242
H 1.724 -3.865 -1.460 0.1265
```

Entry 5:
Molecular formula: CH3Br2O2P
Method: DFT, ωB97M-V/def2-TZVPD

frontier orbital gap (spin up / spin down): 7.0 / 7.0 eV
HOMO energy (spin up / spin down): -9.7363 / -9.7213 eV

```
9
Properties=species:S:1:pos:R:3:lowdin_charge:R:1
Br -2.170 1.267 -0.053 0.3696
Br -2.117 -2.328 0.220 0.3290
P -1.336 -0.401 1.147 0.1189
O 0.751 -0.700 -0.214 -0.2911
O -1.350 -0.292 2.591 -0.4109
C 1.378 0.331 -0.749 -0.3466
H 1.948 0.079 -1.596 0.0594
H 2.175 0.818 -0.145 0.0766
H 0.720 1.226 -1.202 0.0951
```

| no. | M (g mol⁻¹) |
| --- | --- |
| 1 | 511.74 |
| 2 | 625.27 |
| 3 | 432.98 |
| 4 | 472.26 |
| 5 | 237.81 |